Record 1
{
  "formula": "C8H8Cl4CuF12MgO12S4",
  "method": "ωB97M-V/def2-TZVPD",
  "homo_ev": [-10.4, -10.2],
  "multiplicity": 2,
  "mol_weight_g_mol": 882.047,
  "homo_lumo_gap_ev": [8.970, 4.089],
  "e_above_lowest_kj_mol": 164.7,
  "symbols": ["Cu", "Mg", "C", "F", "F", "F", "S", "O", "O", "O", "C", "F", "F", "F", "S", "O", "O", "O", "C", "F", "F", "F", "S", "O", "O", "O", "C", "F", "F", "F", "S", "O", "O", "O", "Cl", "C", "C", "Cl", "H", "H", "H", "H", "Cl", "C", "C", "Cl", "H", "H", "H", "H"],
  "positions_angstrom": [[0.922, -3.299, -0.078], [0.801, 1.841, -0.516], [2.391, 0.618, 3.722], [1.542, 1.399, 4.333], [3.515, 0.580, 4.472], [1.898, -0.591, 3.492], [2.902, 1.402, 1.984], [3.957, 0.481, 1.523], [1.796, 1.442, 1.066], [3.348, 2.793, 2.287], [0.220, 6.048, -0.807], [-0.833, 5.860, -1.612], [1.327, 5.777, -1.476], [0.341, 7.339, -0.425], [0.106, 4.884, 0.728], [-1.107, 5.254, 1.437], [0.085, 3.490, 0.201], [1.314, 5.121, 1.541], [2.408, -0.513, -3.919], [1.202, -0.316, -4.403], [3.028, -1.568, -4.450], [3.260, 0.430, -4.188], [2.340, -0.708, -1.962], [1.824, -2.057, -1.638], [3.724, -0.491, -1.468], [1.416, 0.304, -1.475], [-3.109, -0.434, 0.023], [-3.197, -0.456, -1.282], [-3.681, 0.716, 0.455], [-3.777, -1.473, 0.570], [-1.224, -0.434, 0.559], [-1.189, -0.328, 1.992], [-0.558, -1.703, 0.163], [-0.628, 0.764, -0.062], [0.556, -3.784, 2.633], [-0.096, -3.304, 4.248], [-1.569, -3.024, 4.191], [-2.528, -4.564, 4.102], [0.364, -2.361, 4.545], [0.238, -4.082, 4.934], [-1.820, -2.398, 3.335], [-2.009, -2.509, 5.045], [-1.126, -2.991, -2.806], [-2.430, -2.802, -4.029], [-2.506, -1.275, -4.386], [-3.538, -1.053, -5.769], [-3.376, -3.210, -3.671], [-2.084, -3.387, -4.881], [-1.564, -0.812, -4.678], [-2.876, -0.615, -3.601]],
  "mulliken_spin": [0.00, 0.00, -0.01, 0.00, 0.00, 0.00, -0.10, 0.37, 0.15, 0.56, 0.00, 0.00, 0.00, 0.00, 0.00, 0.01, 0.01, 0.03, 0.00, 0.00, 0.00, 0.00, 0.00, 0.00, 0.00, 0.00, 0.00, 0.00, 0.00, 0.00, 0.00, 0.00, 0.00, 0.00, 0.00, 0.00, 0.00, 0.00, 0.00, 0.00, 0.00, 0.00, 0.00, 0.00, 0.00, 0.00, 0.00, 0.00, 0.00, 0.00]
}

---

Record 2
{
  "formula": "C8H8ClFO",
  "method": "ωB97M-V/def2-TZVPD",
  "homo_ev": -9.9,
  "smiles": "CC1=CC(=O)C(Cl)=C[C@]1(C)F",
  "mol_weight_g_mol": 174.602,
  "homo_lumo_gap_ev": 9.576,
  "e_above_lowest_kj_mol": 0.0,
  "symbols": ["C", "C", "C", "C", "O", "C", "Cl", "C", "C", "C", "F", "H", "H", "H", "H", "H", "H", "H", "H"],
  "positions_angstrom": [[1.142, 1.039, -1.012], [0.790, -0.263, -0.423], [1.724, -1.120, -0.047], [1.485, -2.493, 0.371], [2.314, -3.127, 0.994], [0.212, -3.092, -0.066], [0.200, -4.803, -0.338], [-0.794, -2.349, -0.440], [-0.666, -0.623, -0.295], [-1.367, -0.017, 0.919], [-1.312, -0.231, -1.475], [2.127, 1.119, -1.688], [1.255, 1.749, -0.185], [0.334, 1.357, -1.768], [2.751, -0.761, -0.211], [-1.741, -2.599, -0.800], [-0.528, 0.042, 1.717], [-2.215, -0.630, 1.406], [-1.589, 1.035, 0.654]],
  "nbo_charge": [-0.67, 0.03, -0.29, 0.48, -0.49, -0.14, 0.03, -0.13, 0.33, -0.66, -0.37, 0.24, 0.23, 0.25, 0.23, 0.23, 0.23, 0.24, 0.24]
}

---

Record 3
{
  "formula": "C8H8ClN3O",
  "method": "ωB97M-V/def2-TZVPD",
  "homo_ev": -9.3,
  "smiles": "NC(=O)N/N=C\\c1ccccc1Cl",
  "mol_weight_g_mol": 197.625,
  "homo_lumo_gap_ev": 9.653,
  "e_above_lowest_kj_mol": 0.0,
  "symbols": ["N", "C", "O", "N", "N", "C", "C", "C", "C", "C", "C", "C", "Cl", "H", "H", "H", "H", "H", "H", "H", "H"],
  "positions_angstrom": [[3.695, 1.008, -1.208], [2.563, 1.774, -0.944], [2.457, 2.862, -1.498], [1.606, 1.193, -0.111], [0.396, 1.842, 0.097], [-0.620, 1.225, 0.465], [-0.671, -0.241, 0.788], [0.206, -0.850, 1.704], [0.021, -2.231, 1.878], [-0.981, -2.933, 1.213], [-1.772, -2.384, 0.222], [-1.650, -1.000, 0.143], [-2.858, -0.291, -0.956], [4.407, 1.514, -1.735], [3.890, 0.129, -0.737], [1.546, 0.197, -0.073], [-1.532, 1.799, 0.448], [0.993, -0.294, 2.272], [0.727, -2.748, 2.618], [-0.940, -4.020, 1.431], [-2.601, -2.985, -0.243]],
  "nbo_charge": [-0.86, 0.77, -0.61, -0.50, -0.17, 0.04, -0.17, -0.20, -0.21, -0.20, -0.23, 0.03, -0.01, 0.42, 0.39, 0.37, 0.21, 0.24, 0.22, 0.22, 0.25]
}

---

How do the records compare in calculated total energy? In the order shown, they have -209119.941, -25711.164, -27465.108 eV.